C4H8O | ωB97M-V/def2-TZVPD

- Largest force on an atom: 0.71 eV/A
- Spin multiplicity: 1
- Net charge: 0
- HOMO energy: -10.1 eV
- SMILES: C=CC=O.C
- Energy above the lowest of the compared OMol25 structures with the same formula, charge and spin: 28.7 kcal per mole
- Energy: -232.39995 Eh

XYZ file:
```
13
C4H8O (ωB97M-V/def2-TZVPD)
C 1.09306 1.55537 -1.31244
C -0.94289 0.17288 1.14681
C -0.70972 -1.12878 1.33347
C -0.40445 -2.01530 0.18720
O -0.27227 -1.61535 -0.95192
H 0.27752 1.95473 -1.92220
H 2.03317 1.61996 -1.86913
H 1.20218 2.18378 -0.42586
H -1.16174 0.84289 1.96981
H -0.94060 0.61531 0.15381
H 0.85966 0.52026 -1.05182
H -0.73963 -1.61241 2.30497
H -0.29430 -3.09333 0.43731
```

***

C22H51BBrFO12P | ωB97M-V/def2-TZVPD

- Largest force on an atom: 4.92 eV/A
- Spin multiplicity: 1
- Net charge: -1
- HOMO energy: -3.2 eV
- Energy: -4811.66599 Eh

XYZ file:
```
89
C22H51BBrFO12P (ωB97M-V/def2-TZVPD)
O -8.73948 -2.77036 0.41892
C -8.27662 -1.99243 -0.42348
Br -9.52789 -0.61905 -1.22719
C -6.77076 -1.99273 -0.97398
B -5.62633 -2.30397 0.16940
C -4.18053 -2.52735 -0.62679
C -3.30414 -3.55881 0.23644
F -3.82221 -4.90777 0.11105
P -5.32538 -0.89380 1.43746
O -6.56694 -0.78741 2.63491
O -5.00646 0.62250 0.67481
H -6.59265 -1.04573 -1.58968
H -6.72778 -2.87141 -1.72825
H -5.97264 -3.29039 0.74579
H -3.63067 -1.51132 -0.58557
H -4.38097 -2.86704 -1.69540
H -3.26840 -3.26981 1.34660
H -2.22034 -3.50585 -0.15603
H -6.77119 0.16514 2.80249
H -4.55365 1.15161 1.37339
C 0.30249 6.68696 2.61431
O -0.01290 5.54044 1.84948
C -0.02899 4.35208 2.63487
C -0.97041 3.31895 2.02618
O -2.34955 3.58721 2.27988
C -2.91872 4.68520 1.56420
C -3.12196 4.40009 0.08091
O -1.88692 4.50438 -0.61986
C -1.84882 3.68460 -1.77287
H 1.32136 6.61761 3.00888
H 0.23071 7.56101 1.96478
H -0.41229 6.81129 3.43461
H -0.34505 4.56919 3.66140
H 0.99260 3.95354 2.64872
H -0.77049 2.35795 2.50943
H -0.78770 3.17551 0.96041
H -2.34992 5.60129 1.72745
H -3.90379 4.84244 2.01376
H -3.80782 5.13976 -0.34636
H -3.55340 3.39786 -0.04022
H -2.01306 2.63615 -1.50450
H -0.85732 3.77099 -2.22054
H -2.59846 4.01215 -2.49986
C -0.84354 -1.62628 -4.65293
O 0.18740 -1.32743 -3.73070
C 1.36365 -2.09292 -3.96432
C 2.59585 -1.34303 -3.47168
O 3.01827 -0.29864 -4.35149
C 2.19238 0.86699 -4.38788
C 2.29515 1.72172 -3.13050
O 1.53770 1.14325 -2.07546
C 2.05146 1.46534 -0.79714
H -1.17597 -2.66216 -4.53518
H -1.68302 -0.95835 -4.45452
H -0.50378 -1.45290 -5.67978
H 1.47745 -2.31562 -5.03132
H 1.26053 -3.03291 -3.40904
H 3.43003 -2.05100 -3.44494
H 2.46784 -0.97230 -2.45360
H 1.15841 0.61137 -4.62150
H 2.56745 1.45965 -5.22789
H 1.88256 2.71761 -3.32660
H 3.35035 1.82037 -2.84300
H 3.09030 1.13102 -0.70509
H 1.45693 0.94027 -0.04808
H 1.98146 2.54299 -0.61777
C 7.75547 -2.75555 1.80080
O 6.48056 -2.73471 2.41264
C 6.08266 -1.42132 2.79219
C 4.56273 -1.30367 2.80396
O 3.99192 -1.17366 1.50110
C 4.00083 -2.34972 0.68859
C 3.00724 -3.41096 1.14664
O 3.51405 -4.11535 2.27509
C 2.48528 -4.61880 3.10614
H 8.52749 -2.44064 2.51017
H 7.96291 -3.77736 1.47888
H 7.76898 -2.10946 0.91676
H 6.49794 -0.67567 2.10490
H 6.47213 -1.23823 3.80083
H 4.30298 -0.37738 3.32531
H 4.09403 -2.11663 3.35993
H 5.00918 -2.75264 0.58846
H 3.69615 -2.01384 -0.30736
H 2.85207 -4.14052 0.34453
H 2.04933 -2.93162 1.38659
H 1.84389 -3.80531 3.46056
H 2.94892 -5.09093 3.97373
H 1.88990 -5.36376 2.56999
```

***

C21H27N3O2S | ωB97M-V/def2-TZVPD

- Largest force on an atom: 0.76 eV/A
- Spin multiplicity: 1
- Net charge: 0
- HOMO energy: -7.8 eV
- SMILES: O=C(CSc1ncc(-c2ccccc2)n1C[C@@H]1CCCO1)N1CCCCC1
- Energy above the lowest of the compared OMol25 structures with the same formula, charge and spin: 26.0 kcal per mole
- Energy: -1529.38588 Eh

XYZ file:
```
54
C21H27N3O2S (ωB97M-V/def2-TZVPD)
O -1.53853 -2.65109 4.78144
C -0.79451 -2.29423 3.88502
N 0.21408 -1.42489 4.08662
C 1.12170 -0.88540 3.10032
H 1.08298 -1.44903 2.17042
C 0.80144 0.59142 2.85773
C 0.90689 1.36153 4.17160
C -0.00416 0.72393 5.21845
C 0.32540 -0.76103 5.37071
H -0.36814 -1.24637 6.05881
H 1.34856 -0.88422 5.74264
H 0.11180 1.22275 6.18159
H -1.04579 0.82243 4.90603
H 0.62994 2.40634 4.01950
H 1.94084 1.33630 4.52478
H 1.48763 0.99687 2.11295
H -0.21532 0.67450 2.46769
H 2.13932 -0.97099 3.50149
C -0.97804 -2.85996 2.48471
H -1.72497 -3.65154 2.54617
H -0.05753 -3.23334 2.03947
S -1.63056 -1.60250 1.33073
C -0.42394 -1.70535 0.07212
N 0.70597 -2.36435 0.15933
C 1.33555 -2.15618 -1.02719
C 0.56895 -1.37061 -1.84677
N -0.57989 -1.09694 -1.12957
C -1.59115 -0.13090 -1.44819
H -2.52454 -0.42508 -0.96042
H -1.72851 -0.10225 -2.53033
C -1.17249 1.27031 -0.95346
H -1.02142 1.22309 0.13062
C -2.20595 2.34123 -1.36171
H -2.66579 2.80375 -0.49191
C -1.38839 3.34220 -2.18544
H -1.93924 3.74358 -3.03223
C -0.18835 2.49781 -2.61634
H 0.71652 3.07600 -2.80230
O 0.06836 1.64983 -1.51831
H -0.42356 1.90856 -3.51500
H -1.05111 4.16652 -1.55762
H -2.99237 1.89065 -1.96714
C 0.82336 -0.90257 -3.20242
C 2.03066 -0.27335 -3.49585
C 2.28855 0.18211 -4.77470
C 1.34840 0.01415 -5.77846
C 0.15379 -0.62821 -5.50026
C -0.10776 -1.08825 -4.22233
H -1.02754 -1.62122 -4.02262
H -0.57587 -0.77718 -6.28330
H 1.54856 0.37566 -6.77622
H 3.22536 0.67451 -4.99084
H 2.75331 -0.13288 -2.70678
H 2.28751 -2.60613 -1.22324
```

***

C2H7N3O2 | ωB97M-V/def2-TZVPD

- Largest force on an atom: 1.36 eV/A
- Spin multiplicity: 1
- Net charge: 0
- HOMO energy: -9.5 eV
- Energy above the lowest of the compared OMol25 structures with the same formula, charge and spin: 66.5 kcal per mole
- Energy: -395.09906 Eh

XYZ file:
```
14
C2H7N3O2 (ωB97M-V/def2-TZVPD)
C -1.54274 0.22423 0.14192
C -0.05185 -0.27148 -0.42151
N -0.05886 -1.55662 -0.69238
N 0.94731 0.53279 -0.65588
N 0.98033 1.85953 -0.21294
O -2.30535 -0.71902 0.15511
O -1.60236 1.40879 0.41393
H 0.54279 -0.74205 2.13540
H -0.96344 -1.98181 -0.46651
H 0.70949 -2.08506 -1.07288
H 1.84018 0.19664 -1.02518
H 0.33174 -1.39888 2.49840
H 0.05085 2.04734 0.20534
H 1.12191 2.48559 -1.00284
```

***

C29H37F5N5O4Te2W | ωB97M-V/def2-TZVPD

- Largest force on an atom: 3.89 eV/A
- Spin multiplicity: 2
- Net charge: +2
- HOMO energy (alpha / beta): -13.9 / -14.3 eV
- Energy: -2803.99116 Eh

XYZ file:
```
83
C29H37F5N5O4Te2W (ωB97M-V/def2-TZVPD)
W 0.75578 -0.14962 -1.99329
N 1.57718 1.82175 -0.61279
C 1.80131 3.01786 -1.45423
C 1.06857 4.27801 -0.97715
C -0.43217 4.13404 -0.67642
C -1.29908 3.60603 -1.81705
N -1.27770 4.51085 -2.96632
C -1.32536 4.16938 -4.24862
N -1.54604 2.90972 -4.61934
N -1.26421 5.12404 -5.17957
C 1.45550 2.66072 -2.89015
O 1.28426 3.47279 -3.74829
O 1.37509 1.34474 -3.05991
H 0.84277 2.02611 0.05768
H 2.41889 1.64228 -0.07479
H 2.86902 3.24069 -1.48036
H 1.21626 5.02721 -1.75549
H 1.56220 4.63807 -0.07374
H -0.80652 5.11720 -0.38026
H -0.58676 3.47440 0.18180
H -2.32577 3.49857 -1.46301
H -0.94942 2.62231 -2.11313
H -1.15647 5.48853 -2.75510
H -1.44209 2.14318 -3.96943
H -1.43704 2.66611 -5.59029
H -1.06410 6.07917 -4.93929
H -1.23870 4.88795 -6.15652
C -0.18444 -5.20983 5.73595
C -0.03616 -4.44809 4.44245
C 1.07758 -4.60703 3.62838
C 1.17799 -3.99679 2.37750
C 2.38045 -4.23288 1.49944
C 0.13565 -3.17017 2.06724
Te 0.93340 -1.20794 0.64356
N -0.71987 0.37525 -0.71492
C -1.53763 0.08742 -1.73574
O -1.02363 0.52062 -2.86696
C -2.79223 -0.64831 -1.79766
C -3.66713 -0.38929 -2.85451
C -4.82126 -1.13870 -2.98967
C -5.09304 -2.16081 -2.08786
C -4.21285 -2.43070 -1.04744
C -3.06743 -1.67140 -0.89814
C 1.32768 0.23313 2.09837
C 0.23187 0.72928 2.80360
C 0.42604 1.67158 3.79823
C 1.71085 2.11816 4.07377
C 2.79366 1.60863 3.36784
C 2.63329 0.64264 2.37711
C 3.84135 0.06189 1.68372
C -0.99789 -2.93286 2.79555
C -2.12564 -2.01474 2.39481
C -1.04244 -3.59417 4.02559
H 0.64505 -5.89175 5.90878
H -1.11572 -5.77597 5.73791
H -0.24584 -4.51542 6.57655
H 1.88072 -5.26792 3.93423
H 3.03684 -4.99160 1.91668
H 2.95039 -3.31347 1.41117
H 2.08286 -4.52734 0.49354
H -3.43489 0.39077 -3.56696
H -5.50504 -0.93430 -3.80295
H -5.97546 -2.77356 -2.21882
H -4.41920 -3.24232 -0.36119
H -2.34930 -1.90319 -0.13168
H -0.76575 0.38100 2.56352
H -0.41826 2.05162 4.35966
H 1.87797 2.85312 4.85009
H 3.79191 1.96810 3.58651
H 4.72634 0.66914 1.86721
H 3.70728 -0.03709 0.60664
H 4.05276 -0.93855 2.06690
H -1.76791 -1.25273 1.70468
H -2.54597 -1.52101 3.27027
H -2.92540 -2.58313 1.91878
H -1.90556 -3.42954 4.66129
F 4.37172 -3.14254 -2.30032
Te 2.69702 -2.38446 -2.00626
F 0.81840 -1.03032 -3.62833
F 3.17888 -1.81747 -3.72121
F -0.08647 -1.96231 -1.77131
F 3.61023 -2.27057 -0.31583
O 2.60883 -0.45419 -1.67466
```

***

C44H49N5O7P2S6Ti | ωB97M-V/def2-TZVPD

- Largest force on an atom: 2.30 eV/A
- Spin multiplicity: 3
- Net charge: 0
- HOMO energy (alpha / beta): -4.8 / -7.1 eV
- Energy above the lowest of the compared OMol25 structures with the same formula, charge and spin: 154.0 kcal per mole
- Energy: -6428.03085 Eh

XYZ file:
```
114
C44H49N5O7P2S6Ti (ωB97M-V/def2-TZVPD)
Ti 1.88308 0.22657 -0.41841
S 0.39130 5.03771 4.27508
C -0.46165 5.79803 5.56544
C -1.40106 4.97717 6.10623
C -1.44503 3.71473 5.49114
C -0.53392 3.56858 4.46896
C -0.25135 2.40060 3.68790
C 0.76832 2.39076 2.70236
N 1.18438 1.33183 2.06577
C 0.62202 0.13283 2.39113
C -0.49705 0.03896 3.27545
C -1.04726 -1.24922 3.54173
C -0.43368 -2.37161 3.10323
C 0.79756 -2.30893 2.37224
C 1.59397 -3.41649 2.14906
C 2.89453 -3.22309 1.62108
C 3.21887 -1.95397 1.14616
N 2.43468 -0.88198 1.22719
C 1.26670 -1.03234 1.95307
C 3.86948 -4.27619 1.64137
C 3.74898 -5.54303 2.15983
C 4.93795 -6.29068 2.09919
C 5.96680 -5.60044 1.54199
S 5.49763 -4.01147 1.06949
C -0.92909 1.19310 3.90556
H -0.20909 6.80432 5.83662
H -2.03825 5.26544 6.92383
H -2.11535 2.93642 5.80978
H 1.26666 3.32060 2.45202
H -1.93319 -1.29933 4.16221
H -0.81417 -3.35039 3.36041
H 1.25262 -4.39675 2.43812
H 4.19746 -1.79454 0.70515
H 2.83779 -5.92458 2.58386
H 5.02417 -7.30057 2.46126
H 6.97833 -5.91391 1.37916
H -1.74334 1.12971 4.61281
N 4.20392 2.26309 -3.75610
C 4.47600 2.17983 -2.29415
C 5.84371 2.71263 -1.95611
P 4.35201 0.32128 -2.09886
O 5.00848 -0.09327 -0.69376
O 5.14233 -0.17952 -3.25634
O 2.89474 -0.07516 -2.07100
P 2.99800 2.90924 -1.26479
O 1.94916 2.40856 -2.50151
O 2.94339 1.75744 -0.23827
O 0.39739 1.19412 -0.76420
H 4.66080 1.39532 -4.13423
H 4.50762 3.13045 -4.20536
H 3.16053 2.16488 -3.78196
H 6.62619 2.12799 -2.44530
H 5.98211 2.65478 -0.87823
H 5.94715 3.75782 -2.25061
H 5.92971 -0.31579 -0.84456
H 1.24293 1.92296 -2.00971
C -5.47339 0.54523 2.74387
C -5.45500 2.06940 2.73984
C -4.06887 2.65848 2.47156
C -3.47543 2.19034 1.14340
N -2.46864 3.15731 0.69355
C -1.67540 2.90628 -0.41282
S 0.02705 2.81064 -0.24187
N -2.16418 3.01238 -1.69016
C -3.53163 2.82642 -2.10659
C -3.86041 1.34446 -2.32907
C -5.33560 1.07853 -2.61774
C -5.79336 1.64182 -3.95758
H -6.46473 0.18225 3.00519
H -4.76233 0.15445 3.46759
H -5.21986 0.14765 1.76511
H -5.80181 2.42936 3.71079
H -6.15381 2.43642 1.98404
H -4.14828 3.74753 2.44822
H -3.39028 2.39365 3.28309
H -4.27063 2.13501 0.40014
H -3.03178 1.18975 1.25609
H -1.85961 3.38967 1.47253
H -1.47231 2.75800 -2.38256
H -3.66457 3.38039 -3.04037
H -4.18550 3.26992 -1.35433
H -3.56177 0.79088 -1.43645
H -3.25358 0.97481 -3.15881
H -5.94922 1.50193 -1.81958
H -5.49102 -0.00172 -2.61394
H -5.81976 2.72778 -3.93879
H -6.79106 1.28155 -4.19546
H -5.11988 1.32908 -4.75157
O 1.07365 -1.24918 -0.87975
C 0.64223 -2.24451 -1.73805
C 1.78138 -3.02665 -2.35819
C 1.71498 -3.86022 -3.43796
C 2.95734 -4.45021 -3.75171
C 3.94291 -4.05431 -2.90576
S 3.37246 -2.95523 -1.71123
C -0.12526 -1.59990 -2.87701
C 0.41700 -0.82019 -3.85465
C -0.53976 -0.34601 -4.77992
C -1.79468 -0.77789 -4.49080
S -1.83240 -1.74743 -3.06703
C -0.24322 -3.17043 -0.93080
C -1.25409 -2.77577 -0.10777
C -1.85215 -3.85094 0.58545
C -1.27265 -5.04103 0.28852
S 0.01716 -4.87256 -0.83855
H 0.81067 -4.04776 -3.98845
H 3.10149 -5.13222 -4.57061
H 4.97615 -4.34295 -2.90279
H 1.47555 -0.63584 -3.91994
H -0.29805 0.27218 -5.62721
H -2.70673 -0.59976 -5.02554
H -1.53933 -1.74237 -0.00531
H -2.67049 -3.73589 1.27394
H -1.51350 -6.01704 0.66138
```

***

F6H2N3O17PS6Tl | ωB97M-V/def2-TZVPD

- Largest force on an atom: 9.42 eV/A
- Spin multiplicity: 1
- Net charge: -3
- HOMO energy: -2.4 eV
- Energy above the lowest of the compared OMol25 structures with the same formula, charge and spin: 68.3 kcal per mole
- Energy: -4946.54762 Eh

XYZ file:
```
36
F6H2N3O17PS6Tl (ωB97M-V/def2-TZVPD)
Tl 9.50527 -23.85250 -14.55479
N 8.67517 -26.45601 -15.38869
S 9.28640 -27.16910 -16.55900
O 8.48113 -27.31287 -17.79795
O 10.42530 -28.07116 -16.32766
F 9.95846 -25.74710 -16.87629
S 7.55838 -27.66330 -15.04973
O 8.00734 -29.02977 -14.86129
O 6.29561 -27.54751 -15.77169
F 7.11553 -27.17769 -13.58369
N 11.81131 -25.63686 -14.25642
S 13.24792 -25.77116 -15.11517
O 13.84033 -27.09209 -15.36288
O 14.27825 -24.69456 -14.82370
F 12.55711 -25.38360 -16.53754
S 12.05605 -26.72688 -13.19794
O 13.31672 -26.99067 -12.48773
O 11.20236 -27.87594 -13.40637
F 11.20510 -25.99223 -12.03993
N 7.29273 -22.19429 -15.16846
S 7.16000 -20.51816 -14.98960
O 6.88161 -19.99847 -13.62945
O 6.89969 -19.79153 -16.22298
F 8.79202 -20.34038 -14.75462
S 5.76956 -22.25436 -14.99405
O 4.92718 -21.63989 -16.08037
O 5.31581 -22.35808 -13.56548
F 5.80730 -23.83013 -15.34767
P 11.97126 -21.44087 -14.95048
O 11.82676 -19.95232 -15.31514
O 10.92925 -21.85920 -16.02565
O 11.82397 -22.08742 -13.55133
O 13.16716 -21.69186 -15.87670
O 8.31920 -23.33737 -17.34912
H 7.82774 -22.78387 -16.74222
H 8.06058 -23.02954 -18.21780
```

***

C4H11BrFeNO | ωB97M-V/def2-TZVPD

- Largest force on an atom: 2.96 eV/A
- Spin multiplicity: 5
- Net charge: +1
- HOMO energy (alpha / beta): -11.1 / -11.1 eV
- Energy above the lowest of the compared OMol25 structures with the same formula, charge and spin: 1.5 kcal per mole
- Energy: -4126.34260 Eh

XYZ file:
```
19
C4H11BrFeNO (ωB97M-V/def2-TZVPD)
Fe 0.40845 6.35816 -0.64344
Br -0.32852 4.30879 -1.83336
C -0.75882 -2.35567 1.15020
C -0.84548 -0.91427 0.63200
C 0.51580 -0.42314 0.17934
O 0.45830 0.94663 -0.18685
C 1.71298 1.36439 -0.64869
N -1.80858 -0.86573 -0.46672
H -0.15471 -2.48528 2.05299
H -0.30946 -2.98395 0.37080
H -1.72770 -2.82437 1.31894
H -1.27305 -0.31531 1.44114
H 0.83333 -1.06230 -0.65388
H 1.26434 -0.53416 0.97134
H 1.65188 2.37469 -1.05390
H 2.16961 0.77702 -1.45243
H 2.45842 1.38961 0.15538
H -2.70914 -1.20878 -0.15093
H -1.55766 -1.54634 -1.18192
```

***

Q: What is the net charge in the eighth record?
A: +1

***

Q: What is the spin multiplicity in the third record?
A: 1